Here is C4H6O2 in the gas phase from the Open Molecules 2025 dataset. Energies are from ωB97M-V/def2-TZVPD.

Output
- SMILES string = C[C@@]1(C=O)CO1
- calculated total energy (Ha) = -306.4393
- Kohn-Sham gap (eV) = 10.94
- HOMO energy (eV) = -10.051
- energy above the lowest of the compared OMol25 structures with the same formula, charge and spin (eV) = 1.8233
- multiplicity = 1

```
12
Properties=species:S:1:pos:R:3:lowdin_charge:R:1
C 1.4406 0.1422 -0.0702 0.009
C -0.0679 0.1446 -0.0138 -0.447
C -0.8814 -0.1367 1.1866 -0.087
O -0.6765 1.1857 0.7463 -0.009
C -0.8049 -0.1914 -1.2765 -0.184
O -0.3282 -0.8275 -2.1837 0.073
H 1.7915 1.1763 -0.1485 0.095
H 1.9060 -0.3044 0.8115 0.086
H 1.7751 -0.4009 -0.9577 0.082
H -1.9126 -0.4808 1.0862 0.119
H -0.3776 -0.4501 2.0979 0.122
H -1.8641 0.1432 -1.2783 0.141
```

Here is C7H9N2OP in the gas phase in a non-equilibrium geometry from the Open Molecules 2025 dataset. Energies are from ωB97M-V/def2-TZVPD.

Output
- SMILES string = O=[P@@]1(n2ccnc2)C=CCC1
- calculated total energy (Ha) = -798.0715
- Kohn-Sham gap (spin up / spin down) (eV) = 8.71 / 8.71
- HOMO energy (spin up / spin down) (eV) = -8.836 / -8.837
- energy above the lowest of the compared OMol25 structures with the same formula, charge and spin (eV) = 4.2419
- multiplicity = 1

```
20
Properties=species:S:1:pos:R:3:lowdin_charge:R:1
C -2.5843 1.9743 0.6655 -0.165
C -2.1449 0.6449 0.7967 -0.060
C -1.1286 1.7438 -0.8423 -0.179
C 1.5014 -1.7961 0.9655 -0.128
C 0.2156 -1.9046 0.5498 -0.166
C 2.2737 -0.6675 0.3764 -0.246
C 1.5242 -0.1295 -0.8195 -0.273
N -1.9978 2.5827 -0.3295 0.054
N -1.1412 0.5343 -0.1222 -0.223
O -1.0077 -1.2199 -2.6421 -0.554
P -0.2183 -0.7242 -0.7381 1.028
H -3.3598 2.5088 1.1698 0.096
H -2.2406 -0.1173 1.4409 0.067
H -0.4003 1.9352 -1.6529 0.133
H 1.9929 -2.4424 1.7198 0.125
H -0.3082 -2.7358 0.7797 0.035
H 2.4978 0.0481 1.2384 0.142
H 3.2568 -1.0726 -0.1334 0.154
H 1.2966 0.9216 -0.6305 0.065
H 1.9726 -0.0839 -1.7919 0.095
```

Here is C9H8N2OS in the gas phase in a non-equilibrium geometry from the Open Molecules 2025 dataset. Energies are from ωB97M-V/def2-TZVPD.

Output
- SMILES string = Sc1nccn1/C=C\c1ccoc1
- calculated total energy (Ha) = -930.5949
- Kohn-Sham gap (eV) = 9.05
- HOMO energy (eV) = -8.543
- energy above the lowest of the compared OMol25 structures with the same formula, charge and spin (eV) = 3.4682
- multiplicity = 1

```
21
Properties=species:S:1:pos:R:3:lowdin_charge:R:1
C 1.3176 0.2445 1.0315 -0.021
C -2.4045 -2.1291 0.5937 -0.141
C -1.4274 -1.9152 -0.3230 -0.056
C 2.4517 0.6482 1.6872 -0.057
C 2.5851 1.4257 -0.3598 -0.110
C 1.3686 0.7907 -0.3366 -0.197
C -2.2540 0.0042 0.3298 -0.739
C -0.6325 -0.1374 -1.6313 -0.113
C 0.4831 0.5247 -1.4612 -0.048
N -2.8624 -0.9404 1.0728 0.066
N -1.3581 -0.5433 -0.5320 -0.126
O 3.2064 1.3894 0.7809 0.008
S -2.2493 1.7552 0.4406 0.775
H 0.3282 -0.1231 1.4404 0.127
H -2.7870 -3.0085 0.8920 0.063
H -0.8484 -2.5501 -0.8707 0.089
H 2.8644 0.5834 2.6981 0.128
H 3.1392 1.9249 -1.1399 0.141
H -0.7331 1.7237 0.6628 -0.032
H -1.0779 -0.4677 -2.6039 0.151
H 0.8902 0.8002 -2.3713 0.093
```

Here is a molecular structure, C48H64FO4RbS in a non-equilibrium geometry from the Open Molecules 2025 dataset. Energies are from ωB97M-V/def2-TZVPD.

Output
- calculated total energy (Ha) = -2690.6563
- Kohn-Sham gap (eV) = 5.19
- HOMO energy (eV) = -1.390
- energy above the lowest of the compared OMol25 structures with the same formula, charge and spin (eV) = 0.3993
- multiplicity = 1
- total charge = -2

```
119
Properties=species:S:1:pos:R:3:lowdin_charge:R:1
Rb -0.1674 0.0815 -4.2548 1.088
C 0.0313 0.0051 0.1790 -0.027
O -0.7810 0.2619 -0.9413 -0.090
C -2.0036 0.7908 -0.6213 -0.161
C -3.1024 -0.0505 -0.4015 -0.108
C -3.1094 -1.5314 -0.7015 -0.079
C -1.9182 -2.3850 -0.3578 -0.168
C -1.8377 -3.0321 0.8568 -0.024
C -0.7970 -3.9065 1.1629 -0.206
C 0.2163 -4.0160 0.2058 -0.024
C 0.1901 -3.3585 -1.0010 -0.134
C 1.3567 -3.4286 -1.9628 -0.073
C 2.4049 -2.4309 -1.5320 -0.113
C 3.1668 -2.6667 -0.3960 0.010
C 4.0275 -1.7085 0.1299 -0.170
C 4.0845 -0.4756 -0.5012 0.018
C 3.3577 -0.2009 -1.6543 -0.115
C 3.3701 1.1942 -2.2317 -0.069
C 2.4982 2.0815 -1.3663 -0.130
C 3.0038 2.6368 -0.2160 -0.027
C 2.2330 3.3749 0.6833 -0.211
C 0.8713 3.4547 0.4075 -0.026
C 0.3298 2.9441 -0.7528 -0.167
C -1.1291 3.1571 -1.0691 -0.074
C -2.1715 2.1833 -0.5717 -0.097
C -3.4090 2.6929 -0.1913 -0.023
C -4.4986 1.8815 0.1058 -0.195
C -4.3231 0.5153 -0.0411 -0.004
C -5.8233 2.5022 0.5375 -0.553
C -5.6220 3.2701 1.8515 -0.053
C -6.9150 1.4496 0.7572 -0.074
C -6.3208 3.4775 -0.5390 -0.056
C 1.1398 2.3276 -1.7679 -0.388
O 0.7029 2.0688 -2.9186 -0.232
C 2.9189 4.0802 1.8423 -0.565
C 1.9483 4.8616 2.7303 -0.080
C 3.9397 5.0820 1.2737 -0.061
C 3.6490 3.0651 2.7338 -0.058
C 2.5509 -1.2064 -2.1948 -0.199
O 1.8934 -0.9837 -3.3791 -0.317
C 2.6071 -1.4519 -4.5009 -0.094
C 4.7813 -1.9968 1.4221 -0.548
C 5.5352 -3.3331 1.3368 -0.056
C 3.7345 -2.0599 2.5425 -0.037
C 5.7999 -0.9090 1.7826 -0.067
C -0.9536 -2.5880 -1.4011 -0.389
O -1.1335 -2.1610 -2.5729 -0.122
C -0.7361 -4.7438 2.4354 -0.562
C -0.7807 -6.2358 2.0639 -0.062
C 0.5730 -4.4691 3.1911 -0.065
C -1.8947 -4.4686 3.4001 -0.080
H 0.2650 0.9297 0.7204 0.093
H 0.9508 -0.4244 -0.2082 0.097
H -0.4462 -0.7085 0.8615 0.096
H -3.2000 -1.6163 -1.7939 0.112
H -4.0063 -1.9623 -0.2377 0.112
H -2.6244 -2.8416 1.5809 0.104
H 1.0609 -4.6649 0.4155 0.099
H 0.9604 -3.1583 -2.9427 0.107
H 1.7760 -4.4408 -1.9901 0.121
H 3.0508 -3.6224 0.0938 0.103
H 4.6977 0.3158 -0.1024 0.096
H 2.9504 1.1893 -3.2387 0.112
H 4.4004 1.5710 -2.2558 0.120
H 4.0643 2.5069 -0.0123 0.101
H 0.1933 3.9348 1.1043 0.106
H -1.1830 3.1244 -2.1670 0.115
H -1.4217 4.1606 -0.7325 0.113
H -3.5156 3.7700 -0.1420 0.108
H -5.1502 -0.1594 0.1162 0.096
H -5.2635 2.6020 2.6313 0.087
H -6.5611 3.7142 2.1841 0.074
H -4.8926 4.0647 1.7243 0.075
H -6.6321 0.7496 1.5407 0.082
H -7.0999 0.8955 -0.1607 0.082
H -7.8452 1.9348 1.0547 0.076
H -5.5770 4.2399 -0.7516 0.074
H -7.2345 3.9718 -0.2082 0.076
H -6.5297 2.9448 -1.4638 0.079
H 1.4194 5.6163 2.1544 0.078
H 2.4996 5.3626 3.5282 0.072
H 1.2218 4.1934 3.1843 0.079
H 3.4341 5.7881 0.6174 0.085
H 4.6991 4.5690 0.6892 0.070
H 4.4348 5.6386 2.0735 0.070
H 2.9326 2.3652 3.1582 0.084
H 4.1713 3.5746 3.5464 0.072
H 4.3748 2.4948 2.1612 0.059
H 2.7103 -2.5472 -4.4938 0.096
H 3.6141 -1.0078 -4.5538 0.100
H 2.0259 -1.1512 -5.3744 0.038
H 4.8485 -4.1684 1.2336 0.070
H 6.1249 -3.4941 2.2410 0.073
H 6.2124 -3.3400 0.4839 0.085
H 2.9766 -2.8044 2.3149 0.061
H 3.2378 -1.0952 2.6252 0.090
H 4.1985 -2.3031 3.4991 0.080
H 6.5384 -0.7786 0.9934 0.085
H 6.3227 -1.1868 2.6992 0.076
H 5.3015 0.0395 1.9624 0.066
H 0.0656 -6.4983 1.4342 0.071
H -1.6934 -6.4597 1.5149 0.083
H -0.7508 -6.8610 2.9592 0.069
H 1.4321 -4.6886 2.5617 0.060
H 0.6401 -5.0909 4.0877 0.072
H 0.6240 -3.4228 3.4887 0.085
H -2.8487 -4.7081 2.9372 0.077
H -1.9032 -3.4270 3.7105 0.080
H -1.7863 -5.0861 4.2935 0.072
C -4.3379 2.9162 -3.6663 -0.412
S -3.1427 1.8718 -4.5536 0.749
C -3.7012 0.2457 -4.0063 -0.404
H -5.3270 2.8172 -4.1109 0.026
H -3.9911 3.9400 -3.7656 0.030
H -4.3555 2.6349 -2.6164 0.002
H -4.0700 0.3256 -2.9882 0.025
H -2.8419 -0.4194 -4.0321 -0.013
H -4.4826 -0.1162 -4.6741 0.033
F 0.4970 -0.3978 -6.5299 -0.895
```

Here is a molecular structure, C15H15F15N5O15S5Zn2 in a non-equilibrium geometry from the Open Molecules 2025 dataset. Energies are from ωB97M-V/def2-TZVPD.

Output
- calculated total energy (Ha) = -9029.9168
- Kohn-Sham gap (eV) = 1.83
- HOMO energy (eV) = -7.549
- energy above the lowest of the compared OMol25 structures with the same formula, charge and spin (eV) = 0.6396
- multiplicity = 1
- total charge = -1

```
72
Properties=species:S:1:pos:R:3:lowdin_charge:R:1
Zn -3.2545 2.2814 -2.7594 0.732
Zn -3.7350 -2.7118 3.3969 0.705
C -0.1785 -9.3518 2.5399 -0.713
F -0.6273 -10.1057 1.5644 0.151
F 0.6300 -10.0317 3.3333 0.162
F 0.5380 -8.4744 1.9263 0.172
S -1.6814 -8.5314 3.4108 0.569
O -1.5129 -8.7310 4.8349 -0.253
O -1.7424 -7.0829 3.0926 -0.254
O -2.9583 -9.1619 2.9590 -0.247
C 2.3806 3.7198 -6.4462 -0.631
F 2.3547 5.0018 -6.7373 0.150
F 3.3268 3.1503 -7.2052 0.113
F 2.5721 3.3977 -5.1565 0.130
S 0.7020 2.9066 -7.0414 0.491
O -0.0928 2.8252 -5.8553 -0.261
O 0.0959 3.8747 -7.9644 -0.253
O 1.0559 1.6422 -7.6123 -0.244
C -8.9692 1.9306 1.4985 -0.623
F -9.7463 1.8936 2.6720 0.072
F -9.0290 0.8068 0.8544 0.153
F -9.3660 2.8454 0.6504 0.154
S -7.0646 2.1314 1.9548 0.478
O -6.3394 2.4306 0.7026 -0.294
O -6.9231 3.1141 2.9571 -0.256
O -6.6739 0.8264 2.4544 -0.280
C -2.8325 -4.7674 -3.1591 -0.638
F -2.5902 -4.3237 -4.4308 0.096
F -3.2258 -6.0218 -3.1611 0.152
F -1.7881 -4.5988 -2.4071 0.174
S -4.3560 -3.6403 -2.4710 0.552
O -5.6117 -4.1020 -3.1024 -0.272
O -4.2077 -3.8122 -1.0198 -0.278
O -4.0069 -2.2674 -2.8390 -0.281
C 2.7767 -0.0771 0.7333 -0.692
F 3.1614 -0.5629 1.8694 0.177
F 3.5918 0.9393 0.4045 0.141
F 2.5901 -0.9160 -0.2336 0.182
S 0.9680 0.5832 1.1204 0.556
O 0.1918 -0.5847 1.7157 -0.281
O 1.1251 1.5947 2.1446 -0.260
O 0.3435 1.0849 -0.0971 -0.268
C 9.1845 -3.3662 0.1643 -0.074
C 9.7611 -2.4512 -0.8395 -0.278
N 10.2616 -1.7130 -1.5886 0.113
H 9.4413 -3.1648 1.2043 0.082
H 9.5321 -4.3385 -0.1847 0.078
H 8.1056 -3.4127 0.0158 0.079
C -2.5499 2.3500 8.0551 -0.077
C -2.5805 0.9899 7.6435 -0.309
N -2.6069 -0.1104 7.3031 0.126
H -1.6081 2.7080 7.6392 0.091
H -2.4642 2.3758 9.1414 0.086
H -3.4419 2.9225 7.8009 0.092
C -3.0376 10.2209 -2.7211 -0.078
C -2.9510 8.7768 -2.3338 -0.252
N -2.8666 7.6248 -2.1209 0.110
H -3.6581 10.8644 -2.0973 0.075
H -3.3682 10.3744 -3.7483 0.076
H -2.0136 10.5942 -2.7097 0.074
C 4.1177 6.3707 5.0696 -0.063
C 4.9582 6.0898 6.2776 -0.279
N 5.5428 5.8805 7.2433 0.111
H 4.4866 5.7782 4.2323 0.078
H 4.3335 7.4273 4.9110 0.074
H 3.0518 6.2071 5.2279 0.080
C 4.6548 -4.5083 -5.6001 -0.074
C 5.8853 -5.0257 -5.0401 -0.302
N 6.8450 -5.4910 -4.6402 0.122
H 4.6719 -3.4876 -5.9821 0.083
H 3.8439 -4.5560 -4.8732 0.087
H 4.5784 -5.0541 -6.5405 0.084
```

Here is C9H14N4O4 in the gas phase in a non-equilibrium geometry from the Open Molecules 2025 dataset. Energies are from ωB97M-V/def2-TZVPD.

Output
- SMILES string = N[C@@H](CO)C(=O)N[C@@H](Cc1c[nH]cn1)C(=O)O
- calculated total energy (Ha) = -871.2772
- Kohn-Sham gap (eV) = 9.38
- HOMO energy (eV) = -8.793
- energy above the lowest of the compared OMol25 structures with the same formula, charge and spin (eV) = 3.2754
- multiplicity = 1

```
31
Properties=species:S:1:pos:R:3:lowdin_charge:R:1
C 1.9099 0.6238 -1.5745 -0.279
C 0.8456 -0.4865 -1.4508 -0.462
C 1.5156 1.8178 -0.5878 -0.275
C -0.5032 -1.6551 0.2790 -0.169
C -0.7337 -2.8190 -0.7964 -0.456
C -1.7981 -0.7564 0.4205 -0.058
C -1.5955 -0.0192 1.6910 -0.339
C -2.7129 0.6272 2.2774 -0.052
C -0.8830 1.1904 3.2318 -0.185
H 1.5549 1.1767 -3.6123 0.098
H 2.9964 0.4817 -3.3688 0.100
H 2.8231 0.1698 -1.0493 0.175
H 0.5633 2.0333 -0.9730 0.108
H 1.7758 1.6455 0.4925 0.142
H 2.7067 2.5377 -1.7105 0.072
H 0.8136 -0.1271 0.6172 0.083
H -0.0499 -2.1186 1.0944 0.119
H -2.6070 -1.5905 0.6022 0.165
H -1.7283 -0.2614 -0.5447 0.125
H -3.7732 0.3498 2.1136 0.128
H -0.3637 1.7764 4.0374 0.137
H -2.7657 1.8038 4.0032 0.133
H 0.4230 -3.7678 -2.1304 0.210
N 2.2724 1.0377 -2.9038 0.050
N 0.7486 -0.8489 -0.1135 0.100
N -0.4662 0.3088 2.3184 0.114
N -2.2193 1.3697 3.3174 0.060
O 0.1940 -0.9729 -2.3254 0.100
O 2.3326 2.8392 -0.8558 -0.061
O -1.7894 -3.1019 -1.3173 0.095
O 0.5135 -3.2640 -1.1817 0.021
```